Entry 1:
Density functional theory data (ωB97M-V/def2-TZVPD) for the molecule C24H25N3O4.

The geometry in XYZ format:
```
56
Properties=species:S:1:pos:R:3:forces:R:3:lowdin_charge:R:1
C 3.911 -3.385 -1.331 0.1 -0.1 -0.1 -0.0842
O 3.083 -2.427 -0.715 -0.2 0.2 0.1 -0.0741
C 2.219 -1.719 -1.484 -0.1 0.2 -0.1 -0.2560
C 2.095 -1.838 -2.865 0.3 -0.2 0.2 -0.0131
C 1.181 -1.050 -3.546 -0.1 0.2 0.0 -0.0598
C 0.383 -0.143 -2.878 0.1 0.1 0.0 -0.0471
C 0.501 -0.029 -1.495 0.4 -0.4 -0.2 -0.2466
N -0.328 0.873 -0.780 -0.1 0.0 -0.1 0.0763
C 0.160 1.950 -0.116 0.0 0.3 0.1 -0.3561
O -0.511 2.577 0.695 0.1 0.2 0.1 0.0657
C 1.538 2.363 -0.440 0.3 -0.1 -0.9 -0.1763
C 2.309 2.305 -1.575 -0.5 0.0 0.6 0.0081
C 3.512 2.972 -1.267 0.1 0.3 0.5 -0.0408
C 3.388 3.386 0.027 0.5 0.0 -0.7 -0.1014
O 2.204 3.032 0.526 -0.4 0.0 0.5 0.0744
C -1.710 0.458 -0.490 -0.3 0.0 0.2 -0.1130
C -1.680 -0.438 0.777 -0.2 0.5 -0.2 -0.4150
O -1.731 -1.650 0.747 0.0 -0.4 -0.1 0.0740
N -1.573 0.290 1.896 0.0 0.3 0.4 0.1105
C -1.381 -0.291 3.207 -0.1 -0.3 -0.1 -0.2810
C -2.355 0.330 4.222 0.0 0.1 0.0 -0.1388
C -1.532 1.393 4.943 0.0 -0.2 0.2 -0.1951
C -0.174 0.715 5.094 0.1 0.1 0.0 -0.1935
C 0.034 0.022 3.746 0.1 -0.1 0.1 -0.1257
C -2.369 -0.203 -1.664 -0.2 -0.1 0.0 -0.1586
C -2.086 -1.510 -2.054 -0.3 -0.1 -0.1 -0.0252
C -2.750 -2.038 -3.149 0.1 0.1 0.1 -0.0421
C -3.658 -1.239 -3.825 0.1 -0.2 0.0 -0.1514
N -3.935 0.003 -3.464 -0.4 0.3 -0.4 0.0604
C -3.313 0.498 -2.411 0.3 0.0 0.3 -0.0970
C 1.408 -0.810 -0.804 0.0 -0.2 -0.1 0.0853
H 3.323 -4.166 -1.823 0.0 0.0 0.0 0.0968
H 4.586 -2.923 -2.059 0.0 0.0 0.0 0.0957
H 4.496 -3.827 -0.528 0.0 0.0 -0.1 0.0941
H 2.701 -2.536 -3.420 0.1 -0.1 0.0 0.1029
H 1.095 -1.148 -4.618 0.0 0.0 -0.1 0.1106
H -0.319 0.477 -3.413 -0.1 0.0 0.0 0.1282
H 2.048 1.860 -2.513 -0.1 -0.1 -0.1 0.1103
H 4.349 3.123 -1.917 0.2 0.1 -0.1 0.1028
H 4.057 3.918 0.675 0.0 0.1 0.2 0.1251
H -2.251 1.381 -0.246 0.1 -0.2 -0.1 0.1527
H -1.436 1.294 1.816 0.0 -0.2 -0.2 0.1169
H -1.547 -1.364 3.088 0.0 0.2 0.0 0.1419
H -3.236 0.735 3.727 -0.1 -0.1 0.0 0.1128
H -2.680 -0.432 4.932 0.0 0.0 0.1 0.1137
H -1.436 2.283 4.319 0.0 0.1 0.0 0.1122
H -1.967 1.684 5.898 0.0 0.1 0.0 0.1059
H -0.220 -0.025 5.895 0.0 0.0 0.1 0.1100
H 0.626 1.419 5.321 0.1 0.0 0.1 0.1058
H 0.535 0.701 3.053 0.0 0.0 0.0 0.1087
H 0.642 -0.877 3.834 0.1 0.0 -0.1 0.1095
H -1.381 -2.106 -1.499 0.1 0.0 0.0 0.1158
H -2.559 -3.049 -3.472 0.0 -0.1 0.0 0.1030
H -4.192 -1.601 -4.694 0.0 -0.1 -0.1 0.1017
H -3.578 1.516 -2.151 0.0 0.1 0.1 0.1174
H 1.498 -0.735 0.269 0.0 0.0 0.2 0.1422
```
Forces are in eV/Å.

Calculated values
Structure (SMILES): COc1cccc(N(C(=O)c2ccco2)[C@H](C(=O)NC2CCCC2)c2cccnc2)c1
Charge: 0
LUMO (eV): 0.632
Kohn-Sham gap (eV): 9.43
Largest force on an atom (eV/Å): 0.92
Energy above the lowest of the compared OMol25 structures with the same formula, charge and spin (kcal per mole): 63.8

Entry 2:
Density functional theory data (ωB97M-V/def2-TZVPD) for the molecule C3H4OS2 in a non-equilibrium geometry.

The geometry in XYZ format:
```
10
Properties=species:S:1:pos:R:3:forces:R:3:lowdin_charge:R:1
O -1.713 1.362 -0.016 -0.3 -2.1 -0.3 -0.0891
C -0.371 0.953 0.035 0.1 -0.3 -0.9 -0.3494
C -0.074 -0.522 -0.016 -0.3 -0.9 -0.5 -0.7994
S -1.293 -1.582 0.023 -0.2 -0.3 -0.1 0.8407
C 1.330 -1.059 -0.040 0.1 -0.6 0.0 -0.6922
S 2.612 -0.082 0.013 -0.1 -0.2 0.0 0.7551
H -2.207 0.498 -0.177 0.3 1.4 0.3 0.0331
H 0.048 1.160 0.977 0.7 1.0 1.5 0.1047
H 0.203 1.479 -0.719 0.3 0.1 -0.2 0.1174
H 1.466 -2.207 -0.080 -0.6 2.0 0.1 0.0792
```
Forces are in eV/Å.

Calculated values
Structure (SMILES): OCC(=S)C=S
Charge: 0
LUMO (eV): -2.076
Kohn-Sham gap (eV): 7.38
Largest force on an atom (eV/Å): 2.14
Energy above the lowest of the compared OMol25 structures with the same formula, charge and spin (kcal per mole): 43.5

Entry 3:
Density functional theory data (ωB97M-V/def2-TZVPD) for a cluster of 2 separate species, C3H6FNO in total in a non-equilibrium geometry.

The geometry in XYZ format:
```
12
Properties=species:S:1:pos:R:3:forces:R:3:lowdin_charge:R:1
C -0.552 -0.098 0.070 4.0 -2.0 5.7 -0.3955
C 0.977 0.854 -1.610 -0.3 0.8 1.1 -0.0246
C -0.080 -0.801 1.960 -1.9 -1.4 -4.5 -0.0886
N -1.652 -0.424 -0.253 -4.3 0.1 -1.7 0.1594
O 0.626 0.348 -0.298 0.6 -0.5 -0.4 -0.1048
F -1.038 -0.496 2.856 -0.1 0.4 0.2 -0.0621
H 0.025 1.294 -1.941 1.0 0.5 -0.6 0.0936
H 1.418 0.174 -2.335 -0.5 -0.7 0.3 0.0819
H 1.821 1.478 -1.266 -0.8 0.6 -1.0 0.0996
H 0.826 -0.263 2.063 0.9 0.0 0.7 0.0496
H -0.137 -1.959 1.781 0.7 2.3 0.4 0.1186
H -2.234 -0.108 -1.027 0.7 -0.2 -0.3 0.0729
```
Forces are in eV/Å.

Calculated values
Charge: 0
LUMO (eV): 0.764
Kohn-Sham gap (eV): 9.01
Largest force on an atom (eV/Å): 7.29
Energy above the lowest of the compared OMol25 structures with the same formula, charge and spin (kcal per mole): 99.5

Entry 4:
Density functional theory data (ωB97M-V/def2-TZVPD) for the molecule C26H27F2N3O4S in a non-equilibrium geometry.

The geometry in XYZ format:
```
63
Properties=species:S:1:pos:R:3:forces:R:3:lowdin_charge:R:1
C 0.268 6.097 -1.553 0.1 0.0 -0.1 -0.0798
C 1.506 5.216 -1.730 0.0 0.0 0.3 -0.1792
C 1.310 3.886 -1.048 0.6 0.5 0.2 -0.2354
N 1.894 3.484 0.012 -0.4 -0.6 -0.3 0.0955
N 2.800 4.177 0.707 0.2 1.2 -0.4 0.0748
C 3.473 3.598 1.756 0.0 0.0 0.0 -0.4246
O 4.371 4.190 2.311 0.1 -0.1 0.0 0.0876
C 3.009 2.220 2.078 0.1 -0.4 0.3 -0.1510
C 1.685 1.971 2.427 0.1 -0.1 0.2 -0.0273
C 1.255 0.676 2.640 0.1 0.1 0.1 -0.0216
C 2.134 -0.392 2.485 0.2 0.1 0.0 -0.2137
C 1.619 -1.805 2.574 0.0 0.0 0.5 -0.1545
N 0.636 -2.115 1.549 -1.0 0.0 0.3 -0.2770
C 0.971 -1.744 0.195 0.0 0.1 -0.4 -0.0669
S -0.974 -1.854 1.931 0.2 -0.5 -0.1 0.6785
O -1.128 -2.126 3.332 0.1 -0.1 0.1 -0.2766
O -1.462 -0.590 1.444 0.0 -0.1 -0.2 -0.2991
C -1.746 -3.152 0.978 0.2 0.5 0.2 -0.2821
C -2.786 -2.858 0.120 0.0 0.2 0.1 -0.0532
C -3.374 -3.877 -0.609 0.1 -0.1 0.1 -0.0298
C -2.928 -5.187 -0.483 0.0 0.1 0.0 -0.2664
C -3.546 -6.294 -1.279 0.0 0.0 0.0 -0.0463
C -1.881 -5.461 0.395 0.0 0.1 0.1 -0.0263
C -1.290 -4.448 1.126 0.0 -0.2 0.0 -0.0471
C 3.464 -0.134 2.181 -0.2 -0.1 0.1 -0.0253
C 3.905 1.163 1.993 -0.1 0.3 0.0 -0.0049
C 0.326 2.938 -1.594 -0.4 -0.4 -0.2 -0.1562
C -0.095 2.959 -2.923 0.1 0.0 0.2 -0.0192
C -1.011 2.033 -3.391 -0.3 -0.3 0.0 0.0060
C -1.525 1.083 -2.524 0.1 0.0 -0.1 -0.2141
O -2.489 0.158 -2.999 0.1 1.1 0.5 0.0675
C -2.025 -1.009 -3.426 0.0 -1.5 -0.7 -0.4655
F -1.136 -0.888 -4.449 0.0 0.3 -0.1 0.0847
F -1.339 -1.705 -2.474 0.0 0.1 0.3 0.0745
C -1.130 1.044 -1.197 -0.2 -0.1 -0.2 0.0140
C -0.210 1.967 -0.745 -0.1 0.1 -0.2 0.0077
H 0.086 6.289 -0.498 -0.1 0.0 0.1 0.0809
H -0.610 5.607 -1.966 -0.1 0.0 0.0 0.0714
H 0.406 7.050 -2.059 -0.1 0.1 0.0 0.0737
H 1.696 5.056 -2.793 0.1 0.0 0.0 0.1060
H 2.379 5.732 -1.323 0.0 -0.1 -0.1 0.0967
H 3.099 5.117 0.440 -0.1 -0.3 0.1 0.1532
H 0.995 2.795 2.534 -0.1 0.1 0.0 0.1227
H 0.224 0.478 2.893 -0.1 0.1 0.0 0.1051
H 2.446 -2.517 2.475 -0.1 0.1 0.0 0.1285
H 1.111 -1.976 3.525 0.3 0.0 0.0 0.1188
H 1.054 -0.660 0.065 0.0 -0.1 0.0 0.0869
H 1.917 -2.212 -0.078 0.0 0.0 0.0 0.1039
H 0.187 -2.117 -0.461 0.1 0.0 -0.2 0.0757
H -3.120 -1.836 0.035 -0.1 0.1 -0.1 0.1130
H -4.190 -3.653 -1.280 -0.1 0.0 -0.1 0.1138
H -4.454 -5.961 -1.774 -0.1 0.0 0.0 0.0755
H -3.785 -7.140 -0.637 0.0 -0.1 0.0 0.0828
H -2.847 -6.642 -2.039 0.0 -0.1 -0.1 0.0866
H -1.531 -6.477 0.501 0.0 -0.1 0.0 0.1170
H -0.481 -4.642 1.812 0.1 -0.1 0.1 0.1183
H 4.159 -0.955 2.080 0.1 -0.1 0.0 0.1121
H 4.939 1.361 1.750 0.1 0.0 0.0 0.1207
H 0.301 3.683 -3.618 0.0 0.1 -0.1 0.1089
H -1.325 2.043 -4.423 0.0 0.0 -0.1 0.1234
H -2.860 -1.638 -3.769 0.2 0.3 0.2 0.1736
H -1.532 0.313 -0.513 -0.1 -0.1 0.0 0.0883
H 0.101 1.942 0.286 0.0 0.0 0.1 0.0948
```
Forces are in eV/Å.

Calculated values
Structure (SMILES): CC/C(=N\NC(=O)c1ccc(CN(C)S(=O)(=O)c2ccc(C)cc2)cc1)c1ccc(OC(F)F)cc1
Charge: 0
LUMO (eV): 0.486
Kohn-Sham gap (eV): 9.02
Largest force on an atom (eV/Å): 1.66
Energy above the lowest of the compared OMol25 structures with the same formula, charge and spin (kcal per mole): 0.0